Model one:
This record from the Open Molecules 2025 dataset describes C4H4O3 in the gas phase. The level of theory is ωB97M-V/def2-TZVPD.

Geometry as ORCA input:
```
! RIJCOSX wB97M-V def2-TZVPD def2/J DEFGRID3
* xyz 0 1
C -1.665 0.235 -0.458
C -0.377 -0.528 -0.388
O -0.048 -1.433 -1.122
C 0.600 -0.186 0.745
O 0.264 -0.166 1.906
C 2.039 0.133 0.341
O 2.242 0.869 -0.594
H -2.068 0.389 0.547
H -2.379 -0.287 -1.100
H -1.444 1.221 -0.885
H 2.835 -0.247 1.008
*
```

Its HOMO energy is -9.85 eV. The HOMO-LUMO gap comes out at 9.106 eV. As for the SMILES: CC(=O)C(=O)C=O.

Model two:
This record from the Open Molecules 2025 dataset describes C4H4O3 as an isolated structure. The level of theory is ωB97M-V/def2-TZVPD.

Geometry as ORCA input:
```
! RIJCOSX wB97M-V def2-TZVPD def2/J DEFGRID3
* xyz 0 1
C -1.870 0.051 0.184
C -0.513 -0.398 -0.272
O -0.291 -1.234 -1.120
C 0.693 0.293 0.373
O 0.598 1.142 1.231
C 2.030 -0.242 -0.048
O 2.779 0.442 -0.851
H -1.958 -0.070 1.269
H -2.641 -0.523 -0.330
H -1.994 1.120 -0.023
H 3.167 -0.583 -0.414
*
```

Its HOMO energy is -9.08 eV. The HOMO-LUMO gap comes out at 8.223 eV.

Model three:
This record from the Open Molecules 2025 dataset describes C4H4O3 as an isolated structure. The level of theory is ωB97M-V/def2-TZVPD.

Geometry as ORCA input:
```
! RIJCOSX wB97M-V def2-TZVPD def2/J DEFGRID3
* xyz 0 1
O -0.060 1.785 -1.456
C 0.064 0.844 -0.730
O -1.414 -0.279 -0.460
C -1.308 -0.322 0.942
C -0.035 0.271 0.656
C 1.343 -0.133 -0.616
O 1.119 -0.376 0.777
H -1.162 -1.320 1.346
H -2.057 0.268 1.438
H 2.307 0.320 -0.760
H 1.203 -1.060 -1.136
*
```

Its HOMO energy is -9.75 eV. The HOMO-LUMO gap comes out at 9.434 eV.

Which structure is the least stable? The one labeled model three.

Model one:
This record from the Open Molecules 2025 dataset describes CH4N2O as an isolated structure. The level of theory is ωB97M-V/def2-TZVPD.

Geometry as ORCA input:
```
! RIJCOSX wB97M-V def2-TZVPD def2/J DEFGRID3
* xyz 0 1
C 0.700 0.381 -0.121
H -1.709 1.063 0.822
H -0.538 -1.348 0.146
H 0.539 1.375 -0.483
H 2.768 0.110 -0.024
N -0.439 -0.361 -0.195
N 1.707 -0.179 0.189
O -1.768 0.037 0.038
*
```

Its HOMO energy is -8.83 eV. The HOMO-LUMO gap comes out at 9.026 eV.

Model two:
This record from the Open Molecules 2025 dataset describes a 2-piece molecular cluster, CH4N2O overall. The level of theory is ωB97M-V/def2-TZVPD.

Geometry as ORCA input:
```
! RIJCOSX wB97M-V def2-TZVPD def2/J DEFGRID3
* xyz 0 1
C -0.050 -0.063 0.297
N 0.206 1.280 0.410
N -0.338 0.741 -0.859
O -0.982 -0.787 0.914
H 1.477 -1.187 0.081
H -0.230 1.956 0.984
H 0.287 0.935 -1.618
H -1.287 -1.415 0.178
*
```

Its HOMO energy is -9.04 eV. The HOMO-LUMO gap comes out at 9.593 eV.

Model three:
This record from the Open Molecules 2025 dataset describes a 2-piece molecular cluster, CH4N2O overall. The level of theory is ωB97M-V/def2-TZVPD.

Geometry as ORCA input:
```
! RIJCOSX wB97M-V def2-TZVPD def2/J DEFGRID3
* xyz 0 1
N 0.941 0.593 -1.960
C 0.654 -0.319 -1.273
O 0.526 -1.404 -0.915
H 0.701 1.544 -2.017
N -0.958 -0.005 1.497
H -0.625 -0.349 0.604
H -1.028 -0.711 2.217
H -0.212 0.652 1.847
*
```

Its HOMO energy is -10.04 eV. The HOMO-LUMO gap comes out at 10.641 eV. As for the SMILES: N=C=O.N.

Model four:
This record from the Open Molecules 2025 dataset describes a 2-piece molecular cluster, CH4N2O overall. The level of theory is ωB97M-V/def2-TZVPD.

Geometry as ORCA input:
```
! RIJCOSX wB97M-V def2-TZVPD def2/J DEFGRID3
* xyz 0 1
C -1.649 -0.268 -0.311
N -1.364 0.345 0.912
N 1.497 0.480 -0.041
O -1.196 1.018 -0.193
H -0.920 -0.975 -0.894
H -2.588 -0.466 -0.700
H 1.286 0.308 -1.117
H 2.373 0.979 -0.096
*
```

Its HOMO energy (alpha / beta) is -7.68 / -7.36 eV. The HOMO-LUMO gap (alpha / beta) comes out at 5.132 / 4.468 eV.

Which structure is the least stable? The one labeled model four.

Model one:
This record from the Open Molecules 2025 dataset describes a 2-piece molecular cluster, CH4N2O overall. The level of theory is ωB97M-V/def2-TZVPD.

Geometry as ORCA input:
```
! RIJCOSX wB97M-V def2-TZVPD def2/J DEFGRID3
* xyz 0 1
N 1.148 -0.477 -0.057
C 0.031 -0.605 -0.230
N -1.284 -1.148 -0.450
H -1.200 -1.933 -1.050
H -2.025 -0.413 -0.721
O 1.420 1.841 0.592
H 0.714 1.760 1.438
H 1.196 0.976 0.479
*
```

Its HOMO energy is -10.61 eV. The HOMO-LUMO gap comes out at 10.766 eV. As for the SMILES: N#CN.O.

Model two:
This record from the Open Molecules 2025 dataset describes CH4N2O in the gas phase. The level of theory is ωB97M-V/def2-TZVPD.

Geometry as ORCA input:
```
! RIJCOSX wB97M-V def2-TZVPD def2/J DEFGRID3
* xyz 0 1
N -0.717 -0.402 -0.873
C 0.282 0.317 -0.279
N 0.298 0.350 1.092
O 1.179 0.875 -0.924
H -1.262 -0.967 -0.255
H -0.659 -0.494 -1.867
H -0.271 -0.321 1.576
H 1.150 0.641 1.530
*
```

Its HOMO energy is -9.88 eV. The HOMO-LUMO gap comes out at 10.619 eV. As for the SMILES: NC(N)=O.

Model three:
This record from the Open Molecules 2025 dataset describes a 2-piece molecular cluster, CH4N2O overall. The level of theory is ωB97M-V/def2-TZVPD.

Geometry as ORCA input:
```
! RIJCOSX wB97M-V def2-TZVPD def2/J DEFGRID3
* xyz 0 1
C 0.839 0.124 -0.005
N 1.992 0.322 -0.322
N -1.466 -0.002 -0.112
O -0.178 -0.127 -0.791
H 0.168 0.022 1.378
H 2.672 0.479 0.337
H -1.770 -0.836 0.339
H -2.258 0.017 -0.824
*
```

Its HOMO energy is -9.67 eV. The HOMO-LUMO gap comes out at 10.651 eV.

Which structure is the least stable? The one labeled model three.

Model one:
This record from the Open Molecules 2025 dataset describes C3H5NO3S in the gas phase. The level of theory is ωB97M-V/def2-TZVPD.

Geometry as ORCA input:
```
! RIJCOSX wB97M-V def2-TZVPD def2/J DEFGRID3
* xyz 0 1
O -1.040 0.385 3.416
C -0.416 0.017 2.436
N -1.055 -0.144 1.179
C -0.090 0.235 0.012
O -0.095 1.596 -0.170
O -0.629 -0.309 -1.152
C 1.299 -0.305 0.390
S 1.367 -0.108 2.245
H -1.931 0.211 1.010
H -0.077 1.805 -1.136
H -0.237 -1.178 -1.254
H 1.361 -1.311 0.145
H 2.011 0.410 0.002
*
```

Its HOMO energy is -9.74 eV. The HOMO-LUMO gap comes out at 10.055 eV. As for the SMILES: O=C1NC(O)(O)CS1.

Model two:
This record from the Open Molecules 2025 dataset describes C3H5NO3S in the gas phase. The level of theory is ωB97M-V/def2-TZVPD.

Geometry as ORCA input:
```
! RIJCOSX wB97M-V def2-TZVPD def2/J DEFGRID3
* xyz 0 1
O 0.254 0.361 3.043
C 0.157 0.065 1.893
N -0.633 0.498 0.963
C -0.296 0.119 -0.570
O -0.405 1.289 -1.276
O -1.177 -0.804 -1.073
C 1.107 -0.418 -0.643
S 1.504 -1.031 1.070
H -1.316 1.161 1.127
H -1.361 1.497 -1.391
H -0.941 -1.673 -0.877
H 1.152 -1.187 -1.317
H 1.955 0.121 -0.950
*
```

Its HOMO energy is -9.31 eV. The HOMO-LUMO gap comes out at 9.652 eV. As for the SMILES: O=C1NC(O)(O)CS1.

Which structure is the least stable? The one labeled model two.

Model one:
This record from the Open Molecules 2025 dataset describes a 2-piece molecular cluster, C4H14NOS2 overall. The level of theory is ωB97M-V/def2-TZVPD.

Geometry as ORCA input:
```
! RIJCOSX wB97M-V def2-TZVPD def2/J DEFGRID3
* xyz 1 1
N 0.214 -0.497 -1.846
C 0.403 0.746 -0.957
C -0.998 1.294 -0.822
C 1.165 0.404 0.300
S 0.650 -0.692 1.602
S -0.752 0.429 2.579
C -0.017 1.339 4.059
H -0.323 -0.175 -2.657
H 0.905 -1.129 -2.256
H -0.463 -1.082 -1.349
H 1.002 1.516 -1.421
H -1.064 1.951 0.065
H -1.796 0.627 -0.482
H -1.349 1.993 -1.583
H 2.051 -0.167 -0.054
H 1.547 1.362 0.673
H 0.711 2.063 3.719
H 0.324 0.488 4.642
H -0.868 1.816 4.543
H 0.024 -4.437 -2.353
H -0.807 -4.079 -3.635
O -0.560 -3.771 -2.768
*
```

Its HOMO energy is -12.21 eV. The HOMO-LUMO gap comes out at 9.029 eV.

Model two:
This record from the Open Molecules 2025 dataset describes a 2-piece molecular cluster, C4H14NOS2 overall. The level of theory is ωB97M-V/def2-TZVPD.

Geometry as ORCA input:
```
! RIJCOSX wB97M-V def2-TZVPD def2/J DEFGRID3
* xyz 1 1
N 0.294 -1.235 2.605
C -0.845 -0.244 2.782
C -1.412 0.266 1.446
S -1.010 -0.781 0.008
S 0.296 0.189 -1.154
C -0.801 0.980 -2.379
C 0.066 1.541 -3.534
H 0.248 -1.966 3.317
H 0.175 -1.695 1.689
H 1.180 -0.740 2.665
H -0.438 0.556 3.373
H -1.586 -0.722 3.407
H -1.084 1.287 1.259
H -2.492 0.283 1.518
H -1.457 0.227 -2.787
H -1.382 1.733 -1.866
H 1.125 1.409 -3.354
H -0.089 2.615 -3.559
H -0.168 1.060 -4.471
H 3.331 -1.791 0.983
H 3.182 -0.261 0.784
O 2.742 -1.045 1.125
*
```

Its HOMO energy is -12.46 eV. The HOMO-LUMO gap comes out at 9.329 eV.

Which structure is the least stable? The one labeled model one.

Model one:
This record from the Open Molecules 2025 dataset describes C5H6INO in the gas phase. The level of theory is ωB97M-V/def2-TZVPD.

Geometry as ORCA input:
```
! RIJCOSX wB97M-V def2-TZVPD def2/J DEFGRID3
* xyz 0 1
C -1.287 1.263 -0.647
C -0.674 0.105 0.081
I -2.192 -0.861 1.366
C 0.027 -0.905 -0.713
C 1.236 -1.368 -0.376
N 1.976 -0.889 0.688
C 1.514 0.110 1.320
O 0.392 0.769 1.159
H -1.628 2.015 0.060
H -2.139 0.926 -1.239
H -0.547 1.714 -1.310
H -0.522 -1.283 -1.562
H 1.733 -2.139 -0.945
H 2.111 0.543 2.119
*
```

Its HOMO energy is -8.80 eV. The HOMO-LUMO gap comes out at 8.848 eV. As for the SMILES: C[C@@]1(I)C=CN=CO1.

Model two:
This record from the Open Molecules 2025 dataset describes C5H6INO in the gas phase. The level of theory is ωB97M-V/def2-TZVPD.

Geometry as ORCA input:
```
! RIJCOSX wB97M-V def2-TZVPD def2/J DEFGRID3
* xyz 0 1
C 1.270 1.421 0.284
C 0.607 0.079 0.199
C 1.207 -1.132 0.437
O 0.398 -2.231 0.161
C -0.764 -1.707 -0.289
C -0.702 -0.329 -0.293
N -1.921 0.648 -1.007
I -3.623 0.397 0.184
H 2.108 1.421 0.954
H 1.428 1.639 -0.777
H 0.554 2.066 0.835
H 2.209 -1.243 0.686
H -1.352 -2.542 -0.534
H -1.420 1.513 -0.839
*
```

Its HOMO energy is -8.63 eV. The HOMO-LUMO gap comes out at 8.367 eV. As for the SMILES: Cc1cocc1NI.

Which structure is the least stable? The one labeled model two.